Record 1
Density functional theory data (wB97M-V/def2-TZVPD) for C27H12Cl72NO6S2 as an isolated structure in a non-equilibrium geometry.

The geometry in XYZ format:
```
120
Properties=species:S:1:pos:R:3:forces:R:3
C 4.75658 4.02426 0.86972 0.1 0.0 0.1
C 3.56635 4.19951 -0.09408 0.3 0.3 0.8
O 3.82201 5.36042 -0.90613 -0.2 -0.1 -0.3
C 3.33719 3.01450 -1.02317 0.6 0.7 0.0
O 3.43598 1.78515 -0.28336 -1.0 -0.2 0.0
S 2.60796 0.61004 -1.00284 0.2 -1.4 -2.4
O 2.94359 -0.63244 -0.37865 0.2 0.5 1.5
O 3.02544 0.62860 -2.38226 -0.1 0.7 -0.3
N 1.03220 0.92396 -1.03450 0.5 0.7 1.5
S 0.36779 1.23512 0.39568 -0.4 0.0 0.5
O 1.06291 2.21612 1.19977 0.2 0.5 -0.3
O 0.00223 0.06225 1.15890 -0.2 -0.5 -0.3
C -1.18393 2.00924 -0.08413 1.5 -1.0 -0.8
C -1.97985 2.57366 0.84740 0.1 0.1 1.2
C -3.13254 3.19179 0.42387 -0.8 0.5 0.9
C -3.51673 3.22652 -0.88679 1.3 -0.4 -1.6
C -2.68039 2.61184 -1.89222 -0.6 0.5 2.7
C -1.53301 2.02011 -1.40987 0.1 -0.5 -1.8
H 4.46896 4.30462 1.88858 0.0 -0.2 -0.1
H 5.14721 3.00317 0.88854 -0.2 0.1 0.0
H 5.57082 4.69737 0.58294 -0.1 -0.1 -0.2
H 2.66593 4.39318 0.50015 0.0 -0.3 -0.1
H 3.19663 6.05117 -0.67582 0.0 -0.1 0.0
H 4.14082 3.00854 -1.76954 -0.3 0.0 -0.1
H 2.36437 3.13537 -1.50641 0.1 -0.3 0.0
H -1.69043 2.52933 1.89321 -0.1 0.1 -0.1
H -3.75612 3.67092 1.17472 0.0 0.0 -0.1
H -4.41666 3.73082 -1.16898 0.1 0.4 0.4
H -2.87353 2.59207 -2.94973 0.0 0.1 0.0
H -0.88292 1.53963 -2.13618 0.1 0.1 0.2
C 1.87147 -4.08986 -1.53577 0.0 0.3 0.2
Cl 1.14022 -2.92983 -0.44336 -0.1 -0.2 -0.2
Cl 1.61559 -5.73307 -0.90723 0.0 -0.1 -0.1
Cl 1.13895 -3.95429 -3.14087 -0.1 0.0 0.0
Cl 3.60387 -3.77685 -1.65261 0.0 -0.1 -0.1
C -0.61295 5.85024 -4.14073 0.1 -0.1 0.2
Cl 0.91297 6.67639 -3.77858 0.0 0.0 0.0
Cl -1.95053 7.00624 -4.04513 0.1 0.0 0.0
Cl -0.53766 5.17355 -5.77273 -0.1 0.0 0.1
Cl -0.88222 4.55567 -2.97155 0.2 0.4 -0.3
C -4.69316 9.70021 -3.16563 0.0 0.0 0.1
Cl -4.51265 8.60696 -1.78880 0.0 0.0 0.0
Cl -6.26627 10.50334 -3.07560 0.0 0.0 0.0
Cl -3.39942 10.90325 -3.13153 -0.2 -0.2 0.1
Cl -4.58362 8.77412 -4.66626 -0.1 0.1 0.0
C 6.10243 -0.91350 -4.10544 -0.1 0.0 0.1
Cl 7.47776 -1.95603 -4.52580 0.0 0.0 0.0
Cl 6.47403 0.75721 -4.55333 0.0 0.0 0.0
Cl 4.66990 -1.45346 -4.99066 0.0 0.1 0.0
Cl 5.79824 -1.00574 -2.37754 0.0 0.0 0.0
C -1.05256 -8.32843 1.21956 0.0 0.2 -0.1
Cl -2.24215 -9.30858 0.34748 0.0 0.0 0.0
Cl -1.05374 -8.78690 2.93076 0.2 0.3 -0.5
Cl 0.55570 -8.61216 0.54172 0.0 -0.1 0.1
Cl -1.46820 -6.62344 1.06423 0.0 -0.1 0.0
C 0.34162 -3.55037 3.87671 0.0 0.2 -0.3
Cl 1.02011 -5.01349 3.13895 0.0 0.0 0.0
Cl 0.14292 -2.30624 2.65450 0.0 0.0 0.3
Cl -1.23109 -3.93834 4.60452 0.0 -0.1 0.0
Cl 1.44227 -2.97549 5.14015 0.0 0.0 0.0
C 6.61495 -4.58099 1.35491 -0.2 0.0 -0.1
Cl 7.25020 -6.09713 0.68761 0.0 0.4 -0.6
Cl 6.57612 -3.35167 0.09336 0.1 0.0 0.0
Cl 4.97694 -4.84340 1.96452 0.1 0.0 0.0
Cl 7.65990 -4.02973 2.67702 -0.1 -0.1 -0.2
C 1.43450 5.45650 -9.57966 0.0 0.0 0.1
Cl 1.31189 3.84247 -8.87172 0.0 0.1 0.0
Cl 0.29367 5.59895 -10.92575 0.0 0.0 0.0
Cl 1.05057 6.66542 -8.35181 0.1 0.0 -0.2
Cl 3.08001 5.71682 -10.17345 0.0 0.0 0.0
C 6.77508 -8.86325 3.85650 0.0 0.1 0.0
Cl 8.12692 -9.92187 3.42235 0.0 0.0 0.0
Cl 7.18823 -7.19338 3.47188 0.0 -0.5 0.7
Cl 5.33914 -9.33783 2.93988 0.0 0.0 0.0
Cl 6.44345 -9.01658 5.58955 0.0 0.0 0.0
C 3.42334 -6.43842 -5.83473 0.0 0.1 0.1
Cl 2.14672 -7.16987 -4.85483 0.0 0.0 0.0
Cl 3.44855 -4.69709 -5.56728 0.1 -0.1 -0.1
Cl 4.98587 -7.12890 -5.37381 0.0 0.0 0.0
Cl 3.11546 -6.77314 -7.54775 0.0 0.0 0.0
C -9.73261 9.64778 -0.64421 0.1 0.0 0.0
Cl -9.01426 8.24433 -1.44167 0.0 0.0 0.0
Cl -9.89626 10.96895 -1.80996 0.0 0.0 0.0
Cl -11.32938 9.21673 -0.01467 0.0 0.0 0.0
Cl -8.69532 10.16250 0.68814 0.0 0.0 -0.1
C -2.01029 -11.59043 6.37198 0.0 0.1 0.0
Cl -2.71112 -10.94371 7.85920 0.1 -0.1 0.0
Cl -0.38894 -12.21357 6.70290 0.0 0.0 0.0
Cl -3.02788 -12.89294 5.74919 0.0 0.0 0.1
Cl -1.91653 -10.30584 5.16032 -0.2 -0.4 0.4
C -8.63006 10.36978 4.83835 0.0 0.0 0.0
Cl -9.77446 9.43508 3.87185 0.0 0.0 0.1
Cl -8.59641 9.74169 6.49049 0.0 0.0 0.0
Cl -7.01729 10.23997 4.12457 0.0 0.0 0.0
Cl -9.12797 12.06678 4.86241 0.0 0.0 0.0
C 0.35604 11.78905 -1.67893 0.0 -0.1 0.0
Cl -0.55578 12.19907 -3.13810 0.2 0.2 0.0
Cl 1.91185 12.62859 -1.70090 -0.1 0.0 0.0
Cl -0.56467 12.28639 -0.25358 0.0 0.0 0.0
Cl 0.62295 10.04450 -1.63139 0.0 0.1 0.0
C -5.23206 -7.62206 7.95097 0.1 0.0 -0.1
Cl -4.88485 -8.22931 9.57775 0.0 0.0 0.0
Cl -5.49427 -8.98626 6.86088 -0.1 0.1 0.0
Cl -6.68336 -6.61273 7.99710 0.0 0.0 0.0
Cl -3.86402 -6.66509 7.37564 0.0 0.0 0.0
C 8.97340 -0.98966 4.93889 -0.1 0.1 -0.1
Cl 7.44762 -0.70486 5.78065 0.1 0.0 0.0
Cl 10.27525 -0.11540 5.76020 0.0 0.0 0.0
Cl 9.33490 -2.72284 4.94796 0.2 0.1 0.2
Cl 8.84214 -0.42626 3.27183 0.0 0.0 0.1
C -3.18651 -14.85545 1.98149 0.0 0.1 0.0
Cl -4.48197 -15.55438 2.96518 0.0 0.0 0.0
Cl -3.13951 -13.10983 2.22939 0.0 0.0 -0.1
Cl -1.63849 -15.56081 2.46265 0.0 0.0 0.0
Cl -3.48921 -15.20540 0.27479 0.0 0.0 0.1
C -6.71986 2.69079 -3.74890 0.2 0.0 0.0
Cl -7.63365 1.25514 -3.26819 0.0 0.0 0.0
Cl -5.17221 2.72020 -2.89268 -1.8 -0.5 -1.3
Cl -6.43792 2.65080 -5.49735 0.0 0.0 0.0
Cl -7.64927 4.14392 -3.33932 0.0 0.0 0.0
```
Forces are in eV/Å.

Lowest unoccupied orbital energy ... 0.038 Eh
DFT total energy ... -965248.487 eV
Net charge ... -1
F_max ... 2.81 eV/A
Orbital gap ... 7.6 eV
HOMO ... -6.596 eV

Record 2
Density functional theory data (wB97M-V/def2-TZVPD) for a 2-piece molecular cluster, C6H10N4S overall in a non-equilibrium geometry.

The geometry in XYZ format:
```
21
Properties=species:S:1:pos:R:3:forces:R:3
C 1.81660 -0.21188 -0.50468 0.1 -2.3 -1.8
C 2.16677 0.99129 0.14407 -5.6 2.2 -1.0
C -2.22512 -0.74344 -0.04043 -3.4 -0.7 -3.3
C -1.05485 -2.96277 -0.09702 2.1 -0.9 1.3
C 1.15824 1.97619 0.25916 7.6 1.4 3.2
C -1.14007 -1.70504 0.21300 0.7 3.7 -0.5
N 3.29307 0.95992 0.80938 1.6 2.6 2.0
N 3.92709 -0.07831 0.72730 2.1 -1.3 0.5
N -0.91390 2.62224 -0.26907 -2.6 0.5 0.8
N 0.04157 1.72397 -0.30360 -4.2 -1.2 -2.2
S 3.18620 -1.21162 -0.27842 -0.6 -1.3 -0.8
H 1.03637 -0.46877 -1.25188 0.8 0.6 0.9
H -1.94822 0.10634 -0.71567 0.4 -0.6 0.9
H -2.68562 -0.37186 0.84483 -0.3 0.5 0.8
H -3.09720 -1.18456 -0.70610 1.4 0.4 1.5
H -0.07515 -3.42381 0.12887 -0.8 -0.2 -0.4
H -1.89946 -3.55604 -0.30289 -0.8 -0.6 -0.6
H -0.88666 3.38427 0.44904 0.1 -0.8 -0.7
H 1.54397 2.90019 0.85468 -1.4 -1.2 -1.0
H -0.33277 -0.97791 0.45896 0.5 -1.7 0.3
H -1.91084 2.23160 -0.41952 2.4 0.8 0.2
```
Forces are in eV/Å.

Lowest unoccupied orbital energy (spin up / spin down) ... 0.018 / -0.091 Eh
DFT total energy ... -23172.697 eV
F_max ... 8.33 eV/A
Orbital gap (spin up / spin down) ... 6.1 / 7.0 eV
Spin multiplicity ... 3
HOMO (spin up / spin down) ... -5.584 / -9.532 eV

Record 3
Density functional theory data (wB97M-V/def2-TZVPD) for a 2-piece molecular cluster, C9H14O overall in a non-equilibrium geometry.

The geometry in XYZ format:
```
24
Properties=species:S:1:pos:R:3:forces:R:3
C 0.75624 -0.89519 -2.39005 -1.0 -0.1 -0.2
C -0.43399 -0.60432 -1.48758 0.9 0.0 0.3
C -1.15790 -1.64241 -0.91880 -0.3 -0.2 -0.4
C -2.20797 -1.43066 -0.03795 0.3 0.5 -0.4
C -2.49965 -0.11605 0.32016 -0.2 -1.0 0.3
O -3.58534 0.18450 1.09922 0.0 -0.3 0.4
C -1.69118 0.91630 -0.11735 -0.8 0.4 -0.2
C -0.73294 0.69740 -1.09200 0.0 -0.1 0.7
H 1.00661 -1.95891 -2.37759 -0.1 0.1 0.0
H 1.64451 -0.34209 -2.09164 -0.1 0.2 -0.1
H 0.43264 -0.63148 -3.40438 0.6 0.0 0.0
H -0.98167 -2.65687 -1.25632 0.2 0.0 0.1
H -2.78409 -2.28120 0.29795 -0.2 0.1 0.2
H -3.99119 -0.64285 1.41590 0.3 0.5 -0.2
H -1.93854 1.89064 0.28651 0.2 0.2 -0.3
H -0.17736 1.55612 -1.44271 0.2 -0.1 -0.2
C 2.67131 1.17425 2.29992 -0.9 -0.1 0.0
C 1.91501 0.76939 1.03250 0.6 0.7 -0.2
H 2.20254 2.09137 2.67100 0.5 0.1 0.0
H 2.57738 0.46688 3.12533 0.1 -0.2 -0.2
H 3.71494 1.29034 2.04176 0.3 0.4 0.3
H 0.87403 0.52559 1.19908 -0.1 -0.3 0.0
H 2.45762 0.01250 0.47619 -0.2 -0.6 0.1
H 1.92898 1.62672 0.35088 -0.2 0.1 0.1
```
Forces are in eV/Å.

Lowest unoccupied orbital energy ... 0.032 Eh
DFT total energy ... -11607.332 eV
F_max ... 1.04 eV/A
Orbital gap ... 9.2 eV
HOMO ... -8.374 eV

Record 4
Density functional theory data (wB97M-V/def2-TZVPD) for an isolated ion of composition C9H12BrFNO and charge +1 in a non-equilibrium geometry.

The geometry in XYZ format:
```
25
Properties=species:S:1:pos:R:3:forces:R:3
N -1.52238 -1.93482 0.86532 0.4 0.4 -3.2
C -1.34997 -0.48340 0.59402 0.4 0.7 2.7
C 0.04002 -0.24898 0.07386 2.8 1.5 -0.5
F 0.27753 -1.53821 -0.51754 1.2 0.5 -1.2
C 1.31508 -0.00355 1.08426 -4.5 -0.3 -2.7
O 2.28924 0.79661 0.59112 -0.6 -0.8 0.5
C 3.16454 0.91631 1.59983 0.2 -0.5 1.4
C 2.79296 0.20978 2.70521 -0.2 0.7 1.8
C 1.49178 -0.32328 2.37270 1.6 -0.3 0.5
Br 0.51237 -1.39353 3.57430 -0.1 0.2 -0.5
C 0.01680 0.95994 -1.03158 0.5 -2.0 3.8
C 0.61885 0.71637 -2.34868 4.2 -1.6 0.0
C -0.80918 0.88597 -2.23920 -2.8 2.0 -0.9
H -2.47768 -2.17121 1.06155 -0.5 -0.6 -0.5
H -0.99979 -2.12192 1.63530 1.8 -0.8 3.7
H -0.86318 -2.41407 0.10628 -2.3 0.6 1.0
H -2.01778 -0.20891 -0.15712 -1.3 0.4 -1.1
H -1.54638 0.09461 1.53480 0.1 -0.5 -0.9
H 3.94862 1.59484 1.44121 1.0 0.5 -0.2
H 3.19277 0.22077 3.78535 -0.3 0.0 -2.3
H 0.21081 1.85334 -0.44414 -0.3 0.2 -0.6
H 1.13959 -0.30949 -2.35673 -1.3 1.5 -0.6
H 1.32891 1.47292 -2.69511 -0.7 -0.1 -0.2
H -1.23826 1.93478 -2.51698 0.6 -2.3 0.2
H -1.44873 0.01211 -2.40917 0.1 0.5 0.0
```
Forces are in eV/Å.

Lowest unoccupied orbital energy ... -0.115 Eh
DFT total energy ... -85815.411 eV
Net charge ... +1
F_max ... 5.29 eV/A
Orbital gap ... 9.5 eV
HOMO ... -12.671 eV

Record 5
Density functional theory data (wB97M-V/def2-TZVPD) for C5H7BrS as an isolated structure in a non-equilibrium geometry.

The geometry in XYZ format:
```
14
Properties=species:S:1:pos:R:3:forces:R:3
C -0.68038 0.67379 -1.05923 -1.3 2.6 0.6
C -0.02956 -0.45537 1.29562 0.0 -2.8 -2.6
C -0.75086 -0.47054 -0.06639 -0.6 -1.8 -0.7
C 0.48744 0.16210 -1.79821 -0.3 -0.9 0.8
C 1.30977 0.03887 1.37604 0.0 0.5 0.5
S 0.06927 -1.48469 -1.46215 0.4 -0.4 1.2
Br 1.51468 1.82118 1.54226 0.4 1.8 0.0
H -1.52891 0.59600 -1.76049 -0.1 0.0 0.3
H -0.76053 1.72837 -0.64756 0.6 -1.0 -0.3
H -0.88310 -0.11199 1.78788 -0.5 1.4 2.3
H 0.04351 -1.53078 1.48886 -0.2 0.0 0.4
H -1.73400 -0.88935 0.27106 0.4 0.5 -1.2
H 0.81961 0.42681 -2.74336 0.7 0.8 -1.5
H 2.12305 -0.50442 1.77566 0.5 -0.7 0.1
```
Forces are in eV/Å.

Lowest unoccupied orbital energy (spin up / spin down) ... 0.030 / -0.014 Eh
DFT total energy ... -86171.372 eV
F_max ... 3.77 eV/A
Orbital gap (spin up / spin down) ... 8.0 / 9.1 eV
Spin multiplicity ... 3
HOMO (spin up / spin down) ... -7.151 / -9.440 eV

Record 6
Density functional theory data (wB97M-V/def2-TZVPD) for a 9-piece molecular cluster, C18H54O18 overall in a non-equilibrium geometry.

The geometry in XYZ format:
```
90
Properties=species:S:1:pos:R:3:forces:R:3
O 0.36201 4.79604 -2.45175 -0.7 0.4 -0.6
C 1.63326 4.55811 -1.96396 1.4 -0.5 0.3
C 1.86314 3.13792 -1.49804 -1.0 -0.7 -0.6
O 1.47707 2.26876 -2.60671 1.3 1.7 0.6
H 0.51350 4.70624 -3.39546 -0.8 0.0 -0.2
H 2.36172 4.65625 -2.76883 0.2 0.2 -0.2
H 1.93301 5.30775 -1.23164 -0.2 -0.1 0.4
H 1.29197 2.80607 -0.63101 -0.3 0.4 0.2
H 2.90700 3.13247 -1.18432 0.4 -0.6 -0.3
H 1.25709 1.40459 -2.25115 -0.1 -0.5 0.2
O 0.17736 3.22783 1.97340 -0.5 -0.8 -0.6
C 0.24899 3.97500 3.13380 1.7 1.3 1.2
C 0.70574 5.40239 2.81257 -1.4 -0.3 1.4
O -0.40270 6.10582 2.23946 0.6 -0.3 -0.6
H -0.36946 3.73374 1.36789 -0.2 -0.2 -0.3
H -0.63394 4.02943 3.77064 -0.6 -0.1 -0.4
H 0.99478 3.55050 3.80587 0.3 -0.4 -0.3
H 1.58311 5.40421 2.16579 0.1 0.1 0.1
H 0.84630 5.88205 3.78121 0.6 0.2 -0.2
H -0.41640 5.74715 1.34908 -0.5 0.5 -0.5
O 1.18297 -4.61199 -2.21300 -1.1 -0.2 0.4
C 0.05756 -3.86238 -2.72952 0.9 -0.5 -0.4
C 0.69631 -2.70265 -3.48247 -1.1 1.1 -0.9
O 1.21701 -3.01280 -4.75471 0.3 -1.4 -1.2
H 1.48961 -5.16837 -2.93274 0.2 -0.1 0.0
H -0.60625 -4.54873 -3.25524 0.4 0.1 -1.2
H -0.69634 -3.60484 -1.98560 0.9 0.7 0.9
H 1.59829 -2.30580 -3.01659 -0.7 0.1 1.2
H -0.05083 -1.93290 -3.67578 0.0 0.3 0.7
H 0.88792 -2.41571 -5.43058 -0.1 -0.1 0.2
O -3.34985 1.01509 1.58703 -0.4 -1.7 -1.8
C -2.90011 1.93633 2.49566 -0.5 1.2 1.2
C -3.30516 3.32413 1.99456 0.5 0.4 1.2
O -4.70692 3.48410 1.97077 -0.5 -0.6 -0.6
H -4.27358 0.80908 1.74793 0.0 0.0 0.1
H -3.43398 1.69388 3.41451 0.2 0.6 0.5
H -1.83672 1.80581 2.69634 0.0 0.2 -0.4
H -2.97385 3.49768 0.97074 0.7 0.0 0.1
H -2.98689 4.10783 2.68204 0.7 0.0 -0.2
H -4.89397 3.26753 1.05441 -0.9 0.0 0.1
O 5.00602 -3.03443 1.32067 0.9 0.1 0.0
C 4.98912 -3.31343 -0.06511 -0.2 -0.6 -0.1
C 3.58400 -3.24888 -0.51176 -1.5 -0.1 -0.9
O 2.84195 -4.41207 -0.11270 1.0 0.7 0.1
H 4.85032 -2.08976 1.39113 0.0 0.1 0.3
H 5.60198 -2.69779 -0.72351 0.2 0.6 0.4
H 5.36598 -4.32130 -0.23913 -0.1 -0.1 0.3
H 3.50910 -3.05379 -1.58154 0.1 -0.6 -0.4
H 3.05780 -2.37669 -0.12381 0.2 0.4 0.6
H 2.05808 -4.38163 -0.66607 -0.5 -0.5 -0.3
O -2.69963 2.74371 -5.69359 1.1 -0.9 -0.2
C -2.61620 2.92222 -4.27011 -0.7 0.7 -1.2
C -1.66659 2.01660 -3.49337 -1.3 -0.6 0.7
O -2.16380 0.68802 -3.18242 0.6 -0.2 -0.9
H -3.32717 3.35928 -6.07944 0.0 0.1 0.3
H -2.35777 3.96971 -4.11490 0.4 0.0 0.5
H -3.66519 2.84471 -3.98423 0.0 -0.4 1.1
H -1.56612 2.46037 -2.50288 0.4 0.6 -0.2
H -0.67703 1.84600 -3.91737 -0.2 0.4 -0.2
H -3.10297 0.66134 -2.98534 0.0 0.3 0.1
O 0.22814 -2.50205 4.61081 -0.4 -0.2 1.3
C 0.91562 -1.69511 3.74115 0.6 -1.3 -2.0
C 2.13869 -2.50212 3.15890 0.6 0.1 -0.3
O 1.88157 -3.74244 2.44256 -1.6 0.9 1.8
H -0.37085 -3.03757 4.08541 -0.4 -0.6 0.1
H 0.24626 -1.46886 2.91116 0.0 0.7 -0.2
H 1.20477 -0.78396 4.26488 0.4 0.0 -0.2
H 2.72322 -2.68991 4.05954 0.3 -0.4 -0.1
H 2.75853 -1.91035 2.48532 0.0 0.6 0.1
H 2.42434 -3.90701 1.66801 0.5 0.4 -0.3
O -1.55728 -4.31693 3.61175 0.0 0.3 -0.6
C -1.64497 -4.63121 2.20255 1.4 0.6 0.0
C -1.37936 -3.42209 1.29189 -1.2 0.3 -0.8
O -2.57434 -2.76208 0.96978 -1.5 -0.1 1.1
H -1.34720 -5.13727 4.06397 0.1 0.0 0.1
H -0.76642 -5.20202 1.90184 -0.2 -0.9 0.4
H -2.59623 -5.15106 2.08877 0.1 0.2 -0.8
H -1.02831 -3.69760 0.29743 0.8 -1.1 0.2
H -0.61287 -2.74772 1.67376 0.0 -0.2 0.5
H -2.44315 -1.99338 0.40989 0.5 0.3 -0.1
O 0.45810 -0.03548 -1.84783 0.8 0.0 -1.3
C 0.34480 -0.64352 -0.61671 -0.9 0.1 1.5
C -0.72398 0.13792 0.20082 1.1 -2.0 -0.2
O -2.01517 -0.40765 -0.23989 1.9 1.2 0.2
H -0.42179 0.15035 -2.18378 -0.7 -0.1 -0.3
H 0.03719 -1.68808 -0.66528 -0.5 -0.2 -0.3
H 1.33130 -0.75954 -0.16787 0.1 0.8 0.2
H -0.57740 1.20990 0.06859 -0.5 0.1 -0.5
H -0.48983 -0.02153 1.25336 -0.7 -0.3 0.3
H -2.61409 0.16890 0.24019 -0.8 0.1 0.3
```
Forces are in eV/Å.

Lowest unoccupied orbital energy ... 0.000 Eh
DFT total energy ... -56389.844 eV
F_max ... 2.59 eV/A
Orbital gap ... 9.0 eV
HOMO ... -8.972 eV

> Which of these has the lowest F_max?

C9H14O